Run i
C5H5N3 | wB97M-V/def2-TZVPD

Its SMILES is [H]/N=C\N=C1\C=CC=N1. For the HOMO-LUMO gap, the calculation gives 8.27 eV. The value obtained for the HOMO energy is -9.6420 eV.

Atoms and positions in Å:
N (1.272, -0.405, -0.786)
N (0.565, -2.768, -0.681)
N (-0.910, -0.393, 0.255)
C (0.330, 0.135, -0.171)
C (-1.536, 0.586, 0.806)
C (0.309, 1.645, 0.168)
C (-0.869, 1.879, 0.802)
C (1.348, -1.844, -1.031)
H (1.197, 2.235, -0.026)
H (-0.169, -2.366, -0.107)
H (2.265, -1.977, -1.590)
H (-1.273, 2.869, 1.145)
H (-2.529, 0.404, 1.218)


Run ii
C5H5N3 | wB97M-V/def2-TZVPD

Its SMILES is [H]/N=c1/ccccnn1. For the HOMO-LUMO gap, the calculation gives 7.70 eV. The value obtained for the HOMO energy is -8.5660 eV.

Atoms and positions in Å:
N (-1.844, -0.413, -1.393)
N (0.102, 1.605, 0.418)
N (-0.209, 1.311, -0.692)
C (0.966, -1.397, 0.414)
C (0.416, 0.799, 1.522)
C (0.420, -1.127, -0.902)
C (0.916, -0.457, 1.437)
C (-0.709, -0.201, -0.882)
H (-2.450, 0.480, -1.532)
H (0.727, 1.458, 2.282)
H (1.383, -0.846, 2.354)
H (0.399, -1.964, -1.713)
H (1.548, -2.350, 0.749)


Run iii
C5H5N3 | wB97M-V/def2-TZVPD

Its SMILES is [H]/N=c1\cccncn1. For the HOMO-LUMO gap, the calculation gives 8.62 eV. The value obtained for the HOMO energy is -9.5984 eV.

Atoms and positions in Å:
N (1.109, 1.497, -0.432)
N (-1.186, 1.383, 0.228)
N (2.211, -0.147, 0.731)
C (1.222, 0.114, -0.149)
C (0.265, -1.075, -0.662)
C (-1.072, -1.149, -0.211)
C (-0.047, 1.903, -0.331)
C (-1.647, 0.174, 0.355)
H (2.368, -1.269, 0.659)
H (0.056, 3.140, -0.320)
H (-2.389, -0.151, 1.265)
H (0.505, -2.082, -1.144)
H (-1.395, -2.338, 0.011)


Which of them is most stable, and which least? Most stable: run i; least stable: run iii.


Run i
C4H12 | wB97M-V/def2-TZVPD

As for the charge: -1. For the HOMO-LUMO gap (spin up / spin down), the calculation gives 2.88 / 11.64 eV. As for the multiplicity: 2. The value obtained for the HOMO energy (spin up / spin down) is 1.4944 / -7.1713 eV.

Atoms and positions in Å:
C (2.272, -1.037, -0.604)
C (2.085, 0.434, -0.730)
C (-2.002, -0.381, 0.604)
C (-2.550, 1.023, 0.766)
H (0.907, 0.491, -0.962)
H (2.491, 0.850, 0.185)
H (1.455, -1.643, -0.283)
H (-3.453, 1.068, 1.330)
H (-1.878, 1.826, 1.095)
H (-1.216, -0.334, -0.212)
H (3.033, -1.259, 0.304)
H (2.737, -1.483, -1.571)
H (-2.554, -1.315, 0.428)
H (-2.749, 1.348, -0.223)
H (2.721, 0.800, -1.585)
H (-1.299, -0.389, 1.459)


Run ii
C4H12 | wB97M-V/def2-TZVPD

As for the charge: -1. For the HOMO-LUMO gap (spin up / spin down), the calculation gives 2.70 / 12.45 eV. As for the multiplicity: 2. The value obtained for the HOMO energy (spin up / spin down) is 1.5757 / -7.8840 eV.

Atoms and positions in Å:
C (1.048, 2.191, -1.918)
C (0.064, -1.734, 1.518)
C (0.400, 0.898, -1.372)
C (-1.415, -1.385, 1.704)
H (0.640, 0.775, -0.316)
H (0.633, -0.828, 1.735)
H (2.004, 2.004, -2.411)
H (1.247, 2.838, -1.063)
H (0.354, -2.489, 2.249)
H (-0.683, 1.056, -1.370)
H (-1.552, -0.533, 2.368)
H (-2.025, -2.176, 2.164)
H (-2.019, -1.194, 0.812)
H (0.614, 0.003, -1.952)
H (0.403, 2.657, -2.661)
H (0.288, -2.082, 0.513)


Run iii
C4H12 | wB97M-V/def2-TZVPD

As for the charge: -1. For the HOMO-LUMO gap (spin up / spin down), the calculation gives 2.71 / 11.98 eV. As for the multiplicity: 2. The value obtained for the HOMO energy (spin up / spin down) is 1.5740 / -7.4800 eV.

Atoms and positions in Å:
C (0.967, 0.534, -0.885)
C (-1.029, -1.296, 1.291)
C (-0.788, 0.046, 1.972)
C (0.942, 0.748, -2.422)
H (-0.791, 0.098, 3.057)
H (0.009, 0.676, 1.587)
H (1.518, 1.285, -0.332)
H (-0.119, -1.649, 0.783)
H (1.389, -0.456, -0.696)
H (1.801, 1.367, -2.645)
H (-0.056, 1.068, -2.755)
H (-1.290, -2.047, 2.039)
H (1.092, -0.266, -2.879)
H (-0.009, 0.601, -0.426)
H (-1.702, 0.590, 1.628)
H (-1.932, -1.299, 0.682)


Which of them is most stable, and which least? Most stable: run ii; least stable: run i.


Run i
C24H28N2O4 | wB97M-V/def2-TZVPD

Its SMILES is CCCN1Cc2cccc(C(=O)N[C@H](CC(=O)OCC)c3ccc(C)cc3)c2C1=O. For the HOMO-LUMO gap, the calculation gives 8.93 eV. The value obtained for the HOMO energy is -8.7262 eV.

Atoms and positions in Å:
O (1.462, -2.604, 1.357)
O (-3.086, -3.391, -0.977)
O (0.990, 1.438, -0.871)
O (-3.542, -1.340, -1.765)
N (0.406, -0.939, 0.264)
N (2.961, 2.550, -0.874)
C (-2.737, -1.375, 1.898)
C (-5.019, 1.465, 2.918)
C (2.340, 3.373, -3.124)
C (1.479, -1.502, 0.833)
C (-3.730, -0.651, 2.532)
C (2.755, -0.697, 0.812)
C (3.003, 0.550, 0.225)
C (-2.136, 0.559, 0.628)
C (-3.943, 0.686, 2.221)
C (-4.938, -1.637, -1.807)
C (3.821, -1.310, 1.473)
C (2.171, 1.505, -0.550)
C (-5.600, -1.369, -0.464)
C (5.076, -0.739, 1.565)
C (-3.129, 1.280, 1.266)
C (2.485, 3.683, -1.631)
C (3.665, 3.017, -3.786)
C (5.321, 0.495, 0.984)
C (-1.932, -0.779, 0.937)
C (4.305, 2.438, -0.375)
C (4.281, 1.116, 0.324)
C (-0.882, -1.591, 0.216)
C (-1.300, -1.793, -1.259)
C (-2.724, -2.294, -1.307)
H (-5.414, -0.345, -0.151)
H (1.911, 4.251, -3.610)
H (4.397, 3.809, -3.636)
H (4.064, 2.089, -3.380)
H (-6.671, -1.532, -0.546)
H (5.865, -1.256, 2.089)
H (-4.352, -1.130, 3.274)
H (-3.278, 2.321, 1.012)
H (3.623, -2.273, 1.921)
H (-5.927, 0.872, 3.005)
H (3.525, 2.881, -4.855)
H (-5.194, -2.040, 0.289)
H (-1.518, 1.046, -0.111)
H (1.503, 3.964, -1.234)
H (-0.640, -2.529, -1.720)
H (4.539, 3.260, 0.313)
H (-1.235, -0.844, -1.790)
H (-0.772, -2.568, 0.699)
H (-2.588, -2.416, 2.145)
H (-4.696, 1.731, 3.925)
H (-5.068, -2.686, -2.093)
H (-5.246, 2.382, 2.380)
H (-5.344, -0.985, -2.584)
H (1.637, 2.547, -3.238)
H (6.294, 0.960, 1.042)
H (0.472, -0.022, -0.179)
H (5.039, 2.460, -1.189)
H (3.182, 4.510, -1.477)


Run ii
C24H28N2O4 | wB97M-V/def2-TZVPD

Its SMILES is CCCCC1=CC2=CC(=O)[C@@](C)(OC(=O)CC)C(=O)C2=CN1CCc1ccccn1. For the HOMO-LUMO gap, the calculation gives 7.76 eV. The value obtained for the HOMO energy is -7.4192 eV.

Atoms and positions in Å:
O (-1.264, -3.611, 0.320)
O (-1.527, -2.927, -2.547)
O (-4.672, -1.714, -2.275)
O (-3.261, -3.897, -1.532)
N (3.846, 2.028, 1.578)
N (0.303, 0.144, 1.078)
C (2.721, 0.147, 0.606)
C (0.352, 5.100, 0.601)
C (-0.348, 1.276, 0.610)
C (-4.274, -3.061, 0.462)
C (-1.509, 1.139, -0.073)
C (-3.242, -0.268, -1.108)
C (-3.272, -2.762, -0.657)
C (-1.764, -6.243, -2.628)
C (-2.354, -5.043, -3.370)
C (6.183, 2.099, 2.038)
C (1.617, 0.204, 1.678)
C (5.210, 0.143, 1.078)
C (6.328, 0.810, 1.551)
C (-1.885, -2.627, -0.032)
C (3.982, 0.793, 1.108)
C (-0.398, 3.810, 0.270)
C (-0.309, 6.313, -0.042)
C (-2.321, -3.834, -2.468)
C (0.277, 2.606, 0.923)
C (-2.114, -0.131, -0.354)
C (-3.794, -1.540, -1.446)
C (-1.406, -1.263, 0.181)
C (4.915, 2.660, 2.028)
C (-0.231, -1.071, 0.840)
H (5.287, -0.862, 0.691)
H (-5.253, -3.228, 0.019)
H (0.312, -1.930, 1.208)
H (1.730, 1.126, 2.249)
H (-0.740, -6.033, -2.327)
H (0.381, 5.235, 1.684)
H (-4.324, -2.219, 1.148)
H (1.328, 2.602, 0.623)
H (-1.768, -7.120, -3.271)
H (7.296, 0.330, 1.541)
H (2.910, -0.882, 0.302)
H (0.237, 7.221, 0.202)
H (-2.347, -6.456, -1.736)
H (-2.019, 2.013, -0.441)
H (-1.427, 3.901, 0.623)
H (-1.772, -4.823, -4.265)
H (-3.961, -3.954, 0.999)
H (0.256, 2.750, 2.009)
H (4.741, 3.663, 2.395)
H (-3.703, 0.595, -1.563)
H (7.028, 2.653, 2.416)
H (-0.418, 3.678, -0.813)
H (1.725, -0.639, 2.363)
H (2.382, 0.698, -0.275)
H (-3.390, -5.246, -3.643)
H (1.383, 5.020, 0.250)
H (-1.332, 6.423, 0.313)
H (-0.332, 6.206, -1.124)


Which of them is most stable, and which least? Most stable: run i; least stable: run ii.


Run i
C10H10N2O2 | wB97M-V/def2-TZVPD

Its SMILES is CCOc1nonc1-c1ccccc1. For the HOMO-LUMO gap, the calculation gives 8.83 eV. The value obtained for the HOMO energy is -9.0645 eV.

Atoms and positions in Å:
O (-1.500, 2.878, -0.197)
O (-1.357, -0.508, 0.276)
N (-0.057, 2.815, -0.477)
N (-2.084, 1.608, 0.041)
C (3.734, 0.708, 0.182)
C (3.622, -0.670, -0.104)
C (-3.429, -1.251, -0.541)
C (2.469, -1.297, -0.388)
C (2.571, 1.415, 0.330)
C (1.222, -0.662, -0.257)
C (0.108, 1.489, -0.054)
C (-1.084, 0.841, 0.139)
C (-2.704, -0.724, 0.710)
C (1.301, 0.673, 0.058)
H (-4.370, -1.779, -0.174)
H (-3.572, -0.318, -1.288)
H (-2.855, -2.005, -1.017)
H (-2.809, -1.771, 1.146)
H (-3.343, 0.002, 1.362)
H (4.449, -1.514, -0.045)
H (4.684, 1.110, 0.493)
H (2.303, -2.414, -0.630)
H (0.088, -1.215, -0.100)
H (2.613, 2.587, 0.533)


Run ii
C10H10N2O2 | wB97M-V/def2-TZVPD

Its SMILES is O=c1cc[nH]c(=O)[nH]1.c1ccccc1. For the HOMO-LUMO gap, the calculation gives 9.76 eV. The value obtained for the HOMO energy is -9.3437 eV.

Atoms and positions in Å:
O (-2.079, -2.361, 1.470)
O (-0.417, 1.966, 1.411)
N (-2.299, 1.525, -0.106)
N (-1.170, -0.273, 0.986)
C (1.569, -0.142, -1.855)
C (0.943, -0.507, -0.606)
C (1.671, -0.510, 0.597)
C (3.690, 0.112, -0.661)
C (-3.402, 0.726, -0.053)
C (-2.173, -1.223, 0.889)
C (-1.144, 1.170, 0.804)
C (-3.498, -0.570, 0.470)
C (3.004, -0.097, 0.580)
C (2.940, 0.148, -1.854)
H (3.630, 0.210, -2.824)
H (4.844, 0.178, -0.585)
H (-2.620, 2.469, -0.077)
H (-0.119, -0.800, -0.569)
H (1.125, -0.564, 1.631)
H (3.594, -0.197, 1.494)
H (-4.473, -1.210, 0.765)
H (-0.237, -0.722, 1.300)
H (0.945, -0.326, -2.736)
H (-4.323, 0.997, -0.469)


Which of them is most stable, and which least? Most stable: run ii; least stable: run i.